(1)
Computed, not measured: 2 unconnected molecules or ions with the total composition C20H40FIN2O, with wB97M-V/def2-TZVPD.

```
! wB97M-V def2-TZVPD RIJCOSX def2/J DEFGRID3
* xyz 1 2
I -4.822 5.590 3.038
F -2.791 1.834 -0.035
O 1.329 3.884 -0.051
N 0.550 2.928 -0.384
N 1.376 -4.129 -0.088
C -0.016 0.582 0.279
C 0.187 -3.401 0.546
C -3.359 3.727 1.215
C -0.778 2.105 -2.347
C -2.971 4.737 2.291
C 1.589 -5.447 0.627
C 2.580 -3.253 -0.001
C 2.956 -6.094 0.472
C -1.733 3.815 -0.716
C 0.162 2.037 0.747
C -0.506 -4.080 -1.614
C -2.216 3.027 0.486
C -1.109 2.576 1.424
C 1.305 2.052 1.763
C -0.471 3.286 -1.414
C -0.673 -2.940 -0.615
C -2.090 5.889 1.846
C 0.112 4.397 -2.287
C 3.332 -6.578 -0.928
C 0.987 -4.345 -1.549
H 0.798 -6.107 0.269
H 2.941 -6.953 1.145
H -2.572 4.236 3.168
H 2.872 -3.155 1.042
H -0.827 -3.825 -2.621
H -2.002 6.632 2.634
H 0.570 -2.600 1.171
H 2.241 1.786 1.278
H 3.733 -5.436 0.866
H -1.570 4.856 -0.444
H -3.957 2.941 1.677
H 1.408 -5.249 1.683
H 1.091 1.308 2.532
H 1.078 4.103 -2.686
H -1.520 1.772 2.041
H -0.297 -2.001 -1.027
H 3.416 -5.766 -1.651
H -1.081 5.561 1.587
H 1.278 -5.346 -1.848
H 3.387 -3.685 -0.583
H 4.300 -7.076 -0.898
H -1.436 2.465 -3.136
H 0.148 1.756 -2.805
H 2.604 -7.298 -1.306
H 1.402 3.017 2.248
H -4.005 4.222 0.489
H -2.529 6.377 0.975
H 0.738 0.350 -0.475
H -1.001 0.389 -0.125
H -2.545 3.804 -1.447
H -1.070 -4.959 -1.294
H 1.539 -3.617 -2.139
H -1.276 1.286 -1.852
H 0.135 -0.076 1.136
H -1.705 -2.782 -0.312
H -0.572 4.564 -3.119
H -0.345 -4.119 1.166
H 2.316 -2.279 -0.406
H 0.208 5.330 -1.739
H -0.823 3.376 2.104
*
```

Output
Kohn-Sham gap (alpha / beta) (eV): 7.770 / 8.490

Mulliken population analysis, charges in e, atoms 1 to 5:
1 I 0.068
2 F -0.450
3 O -0.683
4 N 0.799
5 N 0.612

***

(2)
Computed, not measured: a molecular structure, C47H50BrN6O7SScSe2Si, with wB97M-V/def2-TZVPD.

```
! wB97M-V def2-TZVPD RIJCOSX def2/J DEFGRID3
* xyz -2 1
Br 1.463 1.510 -3.438
Se -4.103 2.200 -3.218
Se -3.967 -0.026 0.060
Sc -0.823 0.026 -0.695
S -2.202 -2.505 -1.336
Si -1.255 -5.880 -1.481
O -1.016 -1.245 1.141
O -3.647 -3.120 5.097
O 0.075 2.728 5.694
O -1.202 0.926 1.155
O -0.966 1.916 7.394
O 1.095 0.616 -0.547
O -3.429 -2.154 7.005
N -1.219 -0.243 -3.007
N -2.773 1.369 -2.430
N -3.958 1.348 -4.765
N -0.665 1.925 6.212
N 0.345 -2.009 -1.237
N -3.245 -2.221 5.802
C -2.775 3.924 2.111
C -1.005 0.886 3.994
C 4.027 1.808 -2.367
C -8.001 2.197 -0.931
C -1.328 -1.118 -5.241
C 1.228 -4.599 -1.544
C 1.934 -0.275 1.963
C -0.133 -4.371 -1.463
C 5.025 1.788 -1.407
C 3.181 1.770 2.567
C -2.947 0.503 -4.609
C -2.468 -1.139 5.163
C -1.234 0.863 5.357
C -2.300 0.522 -3.327
C 7.455 1.172 -1.244
C -1.229 -0.169 1.756
C 3.374 0.929 0.221
C -1.506 -0.155 3.226
C -0.637 -6.980 -0.085
C -1.969 -0.133 5.964
C 6.457 2.257 -1.670
C -0.903 -6.780 -3.099
C 4.648 1.358 -0.141
C -3.103 -5.744 -1.325
C 1.649 -2.278 -1.313
C -6.336 0.537 -1.478
C -2.243 -1.176 3.799
C 6.690 2.563 -3.151
C -0.084 3.892 1.475
C -0.569 -3.011 -1.340
C -6.000 1.982 0.406
C 6.725 3.538 -0.864
C -2.391 3.621 0.824
C -1.014 3.565 0.436
C 2.745 1.414 -2.037
C 2.329 0.962 -0.758
C -7.211 2.606 0.142
C -0.573 3.174 -0.837
C -5.547 0.909 -0.380
C -2.417 -0.382 -5.586
C -0.487 4.195 2.764
C -7.549 1.166 -1.745
C 2.149 -3.548 -1.487
C 4.391 -0.387 2.135
C -1.838 4.211 3.117
C -0.755 -1.017 -3.941
C 3.214 0.507 1.697
H -6.006 -0.293 -2.092
H 0.975 3.882 1.225
H 1.599 -5.616 -1.652
H -1.218 -6.172 -3.953
H 4.097 2.357 2.450
H -2.636 -1.977 3.187
H 6.054 3.382 -3.494
H 8.480 1.488 -1.469
H 6.486 1.686 -3.771
H -1.262 3.045 -1.659
H 5.321 0.170 2.268
H -0.467 1.708 3.532
H -8.148 0.842 -2.590
H -2.152 4.446 4.129
H 1.920 -0.607 3.007
H -3.538 -6.751 -1.331
H 5.403 1.364 0.637
H 6.010 4.315 -1.145
H -1.152 -7.947 -0.076
H 0.165 -6.994 -3.216
H -5.382 2.308 1.234
H -0.872 -1.793 -5.953
H -3.524 -5.166 -2.150
H -2.868 -0.443 -6.569
H 4.568 -1.180 1.404
H 2.333 2.402 2.289
H 1.083 0.371 1.791
H 4.152 -0.853 3.094
H 7.739 3.910 -1.048
H 7.732 2.858 -3.307
H -0.808 -6.496 0.882
H -2.148 -0.129 7.026
H 0.436 -7.167 -0.178
H 0.484 3.229 -1.071
H 6.613 3.355 0.207
H 0.110 -1.613 -3.678
H 2.314 -1.426 -1.236
H -7.548 3.416 0.780
H -3.391 -5.234 -0.404
H 3.214 -3.717 -1.560
H -3.142 3.358 0.087
H 7.255 0.240 -1.778
H 1.835 -1.150 1.319
H 3.070 1.503 3.624
H -1.445 -7.732 -3.143
H -3.833 3.922 2.360
H 0.266 4.411 3.520
H 7.393 0.966 -0.174
H -8.957 2.671 -1.124
H 4.215 2.130 -3.381
*
```

Output
Kohn-Sham gap (eV): 3.323
Energy relative to the best compared isomer or geometry (same formula, charge and spin) (kcal/mol): 42.79

Mulliken population analysis, charges in e, atoms 1 to 5:
1 Br -0.173
2 Se 0.241
3 Se -0.419
4 Sc -1.743
5 S -0.642

***

(3)
Computed, not measured: a molecular structure, C32H51ClN3O5Sr, with wB97M-V/def2-TZVPD.

```
! wB97M-V def2-TZVPD RIJCOSX def2/J DEFGRID3
* xyz -1 1
Sr -0.673 0.115 0.557
Cl -2.550 2.075 1.378
O 0.903 -0.285 -4.174
O 1.476 0.269 -0.640
O -0.239 -2.384 0.379
O -1.128 -0.891 2.888
O 0.873 1.280 2.078
N -1.625 0.026 4.939
N 3.197 1.293 -1.726
N 0.651 -4.282 -0.560
C -1.363 -1.399 -2.550
C 2.185 0.428 -1.656
C 0.193 3.665 -5.898
C -0.076 2.334 -5.571
C -1.817 -0.160 3.628
C 3.573 2.069 -0.549
C -1.091 0.065 -2.596
C 0.054 1.901 -4.253
C 0.674 2.831 3.867
C 1.645 -4.843 -1.464
C 1.228 1.642 3.248
C 1.532 2.059 5.997
C -3.330 0.806 -1.671
C 0.780 2.962 5.241
C -0.064 3.817 2.986
C 2.138 0.820 4.011
C 2.231 1.021 5.376
C 3.821 1.644 -2.996
C 0.778 4.105 -3.586
C -0.740 4.946 3.755
C 0.817 4.405 1.881
C 0.637 4.549 -4.905
C 0.683 -2.988 -0.224
C 2.121 -1.648 3.468
C -0.871 -0.934 5.732
C -2.329 1.087 5.650
C -0.379 -5.177 -0.048
C -1.921 1.019 -2.125
C 2.853 -0.320 3.290
C 0.464 2.777 -3.255
C -0.196 0.409 -3.961
C 4.311 -0.465 3.718
H 2.154 -1.961 4.523
H 1.152 -5.455 -2.230
H -1.639 2.073 -2.195
H -2.217 -1.669 -3.202
H -2.644 0.438 3.205
H 4.387 -0.783 4.766
H 3.404 1.006 -3.784
H -0.874 3.251 2.478
H 0.066 -5.923 0.625
H -1.518 -1.361 6.510
H 2.186 -4.018 -1.943
H 0.231 5.106 1.275
H 3.319 1.513 0.361
H -0.495 -1.727 5.081
H 4.905 1.495 -2.925
H 1.070 -1.571 3.162
H -1.458 4.556 4.486
H 1.129 4.776 -2.803
H 2.368 -5.471 -0.924
H -1.608 -1.763 -1.541
H 0.060 3.998 -6.928
H 0.526 2.414 -2.226
H 1.602 2.194 7.077
H -0.034 -0.425 6.226
H 1.600 -2.453 -0.539
H 2.835 -0.076 2.217
H -1.289 5.584 3.051
H 3.050 3.041 -0.536
H -0.395 1.608 -6.324
H 0.001 5.570 4.273
H -1.126 -4.594 0.493
H -2.613 1.859 4.922
H 1.208 3.620 1.226
H -0.481 -1.940 -2.919
H -3.547 1.494 -0.841
H -1.668 1.519 6.413
H -0.908 0.089 -4.763
H 0.867 5.583 -5.164
H 4.651 2.255 -0.598
H 4.809 -1.214 3.092
H -3.238 0.702 6.138
H -0.843 -5.713 -0.886
H 2.598 -2.432 2.864
H 1.658 4.952 2.329
H 2.866 0.354 5.966
H -3.532 -0.222 -1.326
H -4.045 1.023 -2.485
H 4.842 0.486 3.601
H 1.995 -0.134 -2.586
H 3.627 2.698 -3.241
H 0.283 3.800 5.736
*
```

Output
Kohn-Sham gap (eV): 5.924

Mulliken population analysis, charges in e, atoms 1 to 5:
1 Sr 1.324
2 Cl -0.712
3 O -0.958
4 O -0.057
5 O -0.791

***

(4)
Computed, not measured: a molecular structure, C47H45CdCl5Ge2O3PS, with wB97M-V/def2-TZVPD.

```
! wB97M-V def2-TZVPD RIJCOSX def2/J DEFGRID3
* xyz -1 1
Cd -0.120 0.171 -0.633
Ge -0.609 2.186 1.835
Ge -1.471 -0.256 2.362
Cl 7.350 0.563 -0.185
Cl 6.381 1.765 -2.896
Cl 5.240 -0.355 1.921
Cl 2.177 -0.094 1.276
Cl 3.335 2.306 -3.367
S -0.979 0.174 -2.937
P 1.350 -2.210 -1.131
O -2.826 -1.781 -0.856
O -0.833 -1.825 0.187
O 1.649 1.472 -1.167
C -0.676 -2.274 4.324
C 5.665 0.761 -0.498
C 0.630 -4.394 -2.760
C -1.685 5.518 6.373
C -3.075 4.180 -3.553
C 1.996 -3.332 0.167
C -0.099 -1.473 3.159
C 1.501 4.292 2.400
C 2.353 -1.379 -3.513
C 3.271 -1.130 -4.518
C 4.896 -2.444 -3.349
C -1.909 4.226 6.828
C -1.347 4.651 4.159
C 1.191 -4.316 0.737
C -3.025 1.986 -2.559
C -1.587 3.148 0.376
C 3.879 1.561 -1.916
C 2.876 1.193 -0.974
C -0.245 -5.350 -3.248
C -1.555 3.342 4.598
C 1.682 -5.126 1.750
C -1.399 5.725 5.032
C -1.837 3.154 5.956
C -3.654 3.207 -2.748
C -1.702 -2.233 -0.697
C 3.365 0.526 0.186
C 0.174 -3.383 -1.916
C 1.288 2.854 1.930
C -1.932 4.619 0.598
C -1.787 1.730 -3.151
C 3.762 -3.942 1.704
C 5.225 1.336 -1.694
C 2.684 -2.179 -2.413
C 3.275 -3.138 0.685
C 2.973 -4.956 2.226
C -1.468 2.214 3.653
C -4.152 -1.079 3.246
C -3.219 -1.184 2.040
C -1.890 0.963 3.884
C -1.863 3.916 -4.175
C 4.557 -1.646 -4.429
C 3.966 -2.721 -2.354
C 4.717 0.352 0.435
C -1.223 2.701 -3.980
C -1.594 -5.292 -2.923
C -2.068 -4.267 -2.124
C -1.190 -3.327 -1.600
H 4.248 -3.380 -1.545
H -4.608 3.399 -2.270
H -2.436 5.018 -0.285
H 1.361 -0.947 -3.579
H 5.895 -2.857 -3.272
H 3.895 -2.347 0.291
H -1.995 2.152 6.334
H 0.077 -2.947 4.742
H 1.021 5.014 1.736
H -3.568 5.134 -3.696
H -1.524 -2.882 3.998
H 0.171 -4.445 0.397
H -2.990 -2.226 1.815
H -1.146 4.816 3.108
H -3.122 -4.187 -1.887
H -2.500 2.581 0.198
H -4.487 -0.051 3.393
H -2.276 -6.047 -3.294
H 0.292 -2.139 2.391
H -3.690 -0.773 1.151
H -2.137 4.051 7.873
H -1.730 6.356 7.058
H -1.211 6.727 4.665
H -0.272 2.494 -4.454
H 3.356 -5.604 3.004
H -1.016 -1.609 5.121
H 4.758 -3.763 2.092
H 2.571 4.513 2.407
H 1.047 -5.898 2.168
H -1.412 4.659 -4.822
H -5.034 -1.706 3.096
H 1.125 4.444 3.411
H -1.033 5.216 0.767
H 0.725 -0.847 3.511
H -0.960 3.050 -0.517
H 5.289 -1.428 -5.196
H 1.825 2.180 2.596
H -3.477 1.209 -1.955
H 1.679 -4.433 -3.029
H -3.659 -1.407 4.164
H 0.127 -6.145 -3.882
H 1.697 2.725 0.928
H 2.990 -0.511 -5.360
H -2.596 4.741 1.456
H -2.398 0.692 4.810
*
```

Output
Kohn-Sham gap (eV): 7.423
Energy relative to the best compared isomer or geometry (same formula, charge and spin) (kcal/mol): 44.09

Mulliken population analysis, charges in e, atoms 1 to 5:
1 Cd 3.127
2 Ge 0.087
3 Ge 0.450
4 Cl -0.242
5 Cl -0.218

***

(5)
Computed, not measured: a molecular structure, C21H17N6O8Rb, with wB97M-V/def2-TZVPD.

```
! wB97M-V def2-TZVPD RIJCOSX def2/J DEFGRID3
* xyz -2 1
Rb 0.341 1.123 -0.637
O 0.728 2.774 3.145
O -5.244 0.495 1.031
O -2.023 -1.189 5.942
O -3.716 0.929 -0.418
O -3.970 -1.558 5.104
O 0.931 3.799 -1.393
O -1.526 2.128 0.727
O 1.291 1.047 1.830
N 2.223 -0.237 -2.774
N 0.186 -1.724 -1.934
N -4.075 0.714 0.724
N -2.842 -1.083 5.036
N 0.432 4.339 0.756
N 1.207 -2.376 -2.453
C 0.508 1.683 2.572
C -1.742 -4.704 -0.805
C -1.820 1.334 1.651
C 2.722 3.768 0.238
C -0.876 1.070 2.732
C -0.799 -2.566 -1.436
C 2.213 -1.585 -2.908
C -3.006 -2.704 -0.430
C -3.067 0.631 1.772
C -2.488 -0.288 3.884
C -1.976 -1.957 -0.967
C -0.703 -3.966 -1.347
C 3.294 -2.254 -3.548
C 4.340 -1.540 -4.057
C 3.634 3.290 -0.827
C 1.284 3.987 -0.234
C 3.257 0.429 -3.286
C 4.335 -0.139 -3.937
C -1.210 0.305 3.804
C -3.409 -0.131 2.876
C -2.901 -4.090 -0.340
H -0.539 4.139 0.544
H 2.665 3.057 1.069
H 0.681 4.021 1.697
H 3.217 1.508 -3.159
H -0.499 0.138 4.601
H -3.898 -2.200 -0.077
H -2.074 -0.880 -1.038
H 3.678 3.804 -1.775
H 3.247 -3.333 -3.617
H -1.644 -5.783 -0.734
H 5.162 -2.053 -4.548
H 3.062 4.718 0.673
H 4.155 2.350 -0.734
H -4.379 -0.599 2.933
H 0.199 -4.443 -1.700
H 5.137 0.477 -4.321
H -3.702 -4.677 0.091
*
```

Output
Kohn-Sham gap (alpha / beta) (eV): 6.777 / 4.661
Energy relative to the best compared isomer or geometry (same formula, charge and spin) (kcal/mol): 1.04

Mulliken population analysis, charges in e, atoms 1 to 5:
1 Rb 1.009
2 O -0.849
3 O -0.688
4 O -0.685
5 O -0.572

***

Record order is preserved below.
Strongest force on any atom: 0.530; 0.650; 2.891; 0.947; 1.747 eV/Å
Record order is preserved below.
Energy: -1368.0896; -11501.5652; -2281.4989; -9405.9136; -1764.9026 Ha
Record order is preserved below.
Molar mass: 470.5; 1153.9; 680.8; 1155.8; 566.9 u